8
Properties=species:S:1:pos:R:3:forces:R:3:mulliken_charge:R:1 method="wB97M-V/def2-TZVPD" gap_ev=9.241 max_force_ha_per_bohr=0.0874 lumo_energy_ev=-1.141 de_lowest_kj_mol=221.1 e_tot_ha=-565.93800
C -0.5322 -0.7449 0.0584 -2.23 -2.87 -1.79 -0.0763
N -0.5195 0.6073 -0.3045 -2.52 3.71 0.28 -0.4799
N 0.8295 -1.0657 -0.2659 3.06 -2.69 -0.61 -0.5419
O 1.7540 1.6755 -0.0096 1.41 -0.94 -1.27 -0.5530
P 1.0738 0.4546 -0.4791 0.03 2.13 1.70 0.8681
H -0.5427 -0.8550 1.1405 -0.87 -0.39 0.15 0.2775
H -1.3425 -1.3096 -0.6024 1.67 0.60 1.88 0.1920
H -0.7203 1.2378 0.4626 -0.56 0.44 -0.33 0.3136

=====

17
Properties=species:S:1:pos:R:3:forces:R:3:mulliken_charge:R:1 method="wB97M-V/def2-TZVPD" gap_ev=9.332 max_force_ha_per_bohr=0.0840 lumo_energy_ev=0.674 de_lowest_kj_mol=166.3 e_tot_ha=-1452.40498 smiles="C=C(Cl)C(SC)SC"
C -1.1176 -1.6542 -1.2751 1.04 0.57 0.33 -0.8428
C -1.4333 -0.5615 -0.5266 0.60 -2.87 -0.82 0.1625
Cl -2.9910 -0.2947 0.3108 0.94 -0.44 -0.91 -0.1599
C -0.3788 0.3697 -0.1279 -0.04 1.28 1.81 -0.1219
S -0.8480 1.9940 -0.7640 -0.55 -0.14 -0.80 -0.0033
C 0.2204 2.8871 0.2858 3.23 -1.31 2.56 -0.6806
S 1.3189 -0.1628 -0.4701 0.13 -0.39 0.50 -0.0304
C 1.4075 -1.6350 0.6278 1.21 -1.61 -1.52 -0.8435
H -0.0615 -1.9904 -1.6806 -2.28 1.58 0.96 0.2785
H -1.8300 -2.4016 -1.4711 -1.16 -0.64 -0.22 0.3044
H -0.4225 0.5270 0.9915 -0.05 -0.39 -0.97 0.3026
H 0.0842 2.5795 1.4404 -0.18 1.13 -2.40 0.2020
H 1.2545 2.3505 0.0760 -1.61 1.80 0.46 0.2031
H 0.2810 3.9828 0.1169 -0.19 -0.91 0.12 0.3462
H 1.1778 -1.5142 1.6722 -0.57 0.45 0.24 0.3049
H 2.4942 -1.9626 0.6357 -1.12 0.55 -0.24 0.3045
H 0.8442 -2.5138 0.1583 0.59 1.32 0.92 0.2736

=====

50
Properties=species:S:1:pos:R:3:forces:R:3:mulliken_charge:R:1 method="wB97M-V/def2-TZVPD" gap_ev=8.412 max_force_ha_per_bohr=0.0135 lumo_energy_ev=0.550 de_lowest_kj_mol=170.5 e_tot_ha=-1414.80636 smiles="O=C(c1cccs1)N1CCC(N2CCN(c3ccccc3)CC2)CC1"
O -4.3872 -2.2298 0.7899 -0.10 -0.06 0.10 -0.6793
C -4.1456 -1.0804 0.4470 0.06 -0.34 0.11 0.6835
C -5.2705 -0.1357 0.2974 -0.45 0.49 -0.20 0.1958
C -6.4755 -0.3290 0.9181 0.40 -0.06 -0.03 -0.6019
C -7.4498 0.6242 0.5677 -0.07 0.14 -0.08 -0.4577
C -6.9892 1.5263 -0.3375 0.39 -0.03 -0.19 -0.4401
S -5.3529 1.2379 -0.7635 -0.45 -0.21 0.33 -0.0474
N -2.8792 -0.6679 0.2105 0.15 -0.10 -0.01 0.2383
C -2.4653 0.6826 -0.0953 0.07 0.49 0.01 -1.2491
C -0.9827 0.8631 0.2169 0.01 -0.02 -0.28 -1.3931
C -0.1283 -0.0129 -0.7060 -0.06 -0.05 -0.01 0.4817
N 1.2429 -0.1827 -0.2226 -0.07 0.09 0.03 0.1688
C 1.8642 0.9997 0.3489 0.16 -0.02 0.25 -0.5631
C 3.2185 0.6104 0.9386 -0.21 0.28 0.06 -1.0545
N 4.0830 0.0829 -0.0937 -0.30 -0.01 -0.17 0.2786
C 5.4621 0.1436 0.0739 0.40 0.01 -0.03 0.4945
C 6.2979 -0.9506 -0.1627 -0.27 -0.05 0.02 -0.2774
C 7.6708 -0.8311 -0.0505 0.17 0.07 0.02 -0.7215
C 8.2497 0.3730 0.3066 0.14 -0.08 -0.02 -0.4708
C 7.4324 1.4662 0.5440 0.01 0.02 0.06 -0.6485
C 6.0625 1.3578 0.4255 -0.07 0.02 0.09 -0.2781
C 3.4754 -1.0697 -0.7152 -0.12 0.03 -0.27 -1.0087
C 2.1148 -0.6658 -1.2810 0.19 -0.26 0.07 -0.9541
C -0.8005 -1.3990 -0.8354 -0.07 0.11 0.05 -0.7205
C -1.8161 -1.6526 0.2703 0.12 -0.45 -0.12 -1.2298
H -6.6359 -1.1404 1.6043 0.02 -0.18 0.07 0.4459
H -8.4485 0.6340 0.9655 -0.17 0.03 0.05 0.4047
H -7.5076 2.3506 -0.7860 -0.15 0.16 -0.07 0.4413
H -3.0460 1.3894 0.5048 0.11 -0.07 -0.13 0.8202
H -2.6428 0.9099 -1.1558 0.05 0.09 0.07 0.3350
H -0.7306 1.9153 0.0829 0.00 0.01 0.09 0.4958
H -0.8035 0.5931 1.2573 0.03 0.04 0.09 0.4714
H -0.1143 0.4699 -1.7028 -0.01 -0.01 0.11 0.1687
H 1.2477 1.3948 1.1547 -0.01 0.02 -0.03 0.5538
H 2.0107 1.7898 -0.4092 -0.01 0.01 0.06 0.2379
H 3.6772 1.4798 1.4066 -0.03 -0.05 -0.01 0.4817
H 3.0465 -0.1532 1.7155 0.01 0.09 0.02 0.2427
H 5.8797 -1.9111 -0.4206 -0.07 -0.07 -0.02 0.3708
H 8.2926 -1.6956 -0.2349 0.04 -0.06 -0.02 0.3610
H 9.3217 0.4606 0.3975 0.09 0.00 0.00 0.3770
H 7.8682 2.4171 0.8155 0.02 0.07 0.01 0.3563
H 5.4492 2.2314 0.5886 -0.06 0.07 -0.02 0.3761
H 4.1042 -1.4113 -1.5386 -0.01 -0.02 0.06 0.5665
H 3.3336 -1.8944 0.0020 0.05 -0.03 -0.07 0.3566
H 1.6637 -1.5315 -1.7667 -0.01 0.01 -0.01 0.4855
H 2.2687 0.1157 -2.0480 -0.03 -0.08 0.03 0.3526
H -1.3030 -1.4803 -1.8004 -0.02 -0.08 -0.04 0.2545
H -0.0450 -2.1804 -0.7774 0.02 -0.02 -0.08 0.5224
H -1.3250 -1.6274 1.2490 -0.03 -0.08 -0.02 0.2679
H -2.2808 -2.6344 0.1543 0.15 0.15 0.09 0.5080

=====

51
Properties=species:S:1:pos:R:3:forces:R:3:mulliken_charge:R:1 method="wB97M-V/def2-TZVPD" gap_ev=8.118 max_force_ha_per_bohr=0.0131 lumo_energy_ev=0.608 de_lowest_kj_mol=29.0 e_tot_ha=-1394.85355 smiles="CC(=O)NC[C@H]1CN(c2ccc(N3CCN(C(=O)CO)CC3)c(F)c2)C(=O)O1"
C -4.5511 0.9825 2.8261 0.10 0.18 -0.04 -1.2742
C -4.9955 1.3918 1.4427 -0.06 -0.23 0.39 0.8565
O -4.6476 2.4147 0.8912 0.18 0.35 -0.10 -0.6553
N -5.8392 0.5037 0.8572 -0.20 -0.31 -0.18 -0.2085
C -6.3045 0.6538 -0.4990 0.19 -0.18 -0.38 -1.0626
C -5.4210 -0.1354 -1.4859 -0.21 0.63 0.11 0.2261
C -3.9783 0.3916 -1.5398 -0.01 0.12 -0.21 -1.2408
N -3.2561 -0.6200 -0.7973 -0.36 0.24 -0.14 0.2969
C -1.8784 -0.5185 -0.5517 0.35 -0.15 0.14 0.9722
C -1.1710 -1.5071 0.1279 -0.19 -0.09 0.04 -1.1230
C 0.1908 -1.4018 0.3126 0.13 0.28 -0.13 -0.4969
C 0.9348 -0.3070 -0.1518 -0.42 0.06 -0.14 0.1443
N 2.2907 -0.2209 0.0303 0.29 0.12 0.13 0.2345
C 3.1417 0.5741 -0.8299 0.25 0.12 -0.24 -0.7445
C 4.5127 -0.0807 -0.9767 -0.12 0.02 -0.40 -1.0238
N 5.1522 -0.1800 0.3202 -0.37 0.02 0.05 0.2714
C 6.4798 -0.2411 0.5334 0.27 0.05 -0.31 0.7956
O 6.9546 -0.3760 1.6469 0.27 -0.03 0.24 -0.6635
C 7.3797 -0.1152 -0.7007 0.21 -0.22 0.18 -0.7386
O 7.2289 1.1192 -1.3719 0.01 0.32 -0.09 -0.5083
C 4.2513 -0.3165 1.4500 -0.03 -0.16 0.36 -1.1958
C 2.9708 -1.0228 1.0230 0.10 0.03 0.05 -0.8533
C 0.1833 0.6876 -0.7923 -0.08 -0.10 0.00 -0.1878
F 0.7800 1.8291 -1.2325 -0.02 -0.15 0.15 -0.3655
C -1.1754 0.5937 -1.0040 0.02 -0.09 0.02 -0.1961
C -4.0586 -1.6857 -0.5067 0.13 -0.08 0.13 0.4624
O -3.7909 -2.6807 0.1060 -0.01 -0.26 0.08 -0.6273
O -5.2986 -1.4702 -1.0182 -0.17 -0.27 0.02 -0.4379
H -4.0782 1.8265 3.3178 0.01 0.03 -0.01 0.3460
H -5.3959 0.6374 3.4175 -0.03 -0.06 0.06 0.3682
H -3.8276 0.1723 2.7433 0.05 -0.08 0.01 0.2828
H -6.0037 -0.3877 1.2973 0.04 0.10 0.09 0.2521
H -7.3322 0.2908 -0.5658 0.04 0.07 -0.02 0.4509
H -6.2689 1.7166 -0.7504 -0.09 -0.12 -0.02 0.3793
H -5.8990 -0.1623 -2.4693 0.11 0.03 0.11 0.4349
H -3.8969 1.3684 -1.0570 -0.01 -0.06 -0.09 0.4631
H -3.6056 0.4580 -2.5679 -0.01 0.02 0.06 0.5103
H -1.6896 -2.3753 0.4960 -0.01 -0.03 0.01 0.5829
H 0.6981 -2.2060 0.8192 0.09 -0.09 0.04 0.3929
H 3.2639 1.5921 -0.4360 0.04 -0.05 -0.15 0.2547
H 2.6926 0.6474 -1.8221 0.09 0.02 0.10 0.6015
H 4.3940 -1.0804 -1.4161 -0.04 0.09 -0.04 0.1633
H 5.1246 0.5249 -1.6454 -0.11 -0.08 0.06 0.6450
H 7.1334 -0.8929 -1.4281 0.03 0.03 0.05 0.3205
H 8.4141 -0.2582 -0.3659 -0.24 -0.07 0.00 0.3177
H 7.5238 1.8244 -0.7857 0.01 -0.03 -0.03 0.3317
H 4.7725 -0.8840 2.2248 -0.14 0.09 -0.07 0.5078
H 4.0085 0.6720 1.8572 -0.01 -0.09 0.05 0.2436
H 2.3256 -1.1374 1.8967 0.05 -0.04 -0.02 0.7143
H 3.2158 -2.0250 0.6392 -0.04 -0.01 0.12 0.3031
H -1.6545 1.4162 -1.5083 -0.06 0.10 -0.06 0.4774

=====

14
Properties=species:S:1:pos:R:3:forces:R:3:mulliken_charge:R:1 method="wB97M-V/def2-TZVPD" gap_ev=10.229 max_force_ha_per_bohr=0.0506 lumo_energy_ev=1.141 de_lowest_kj_mol=106.3 e_tot_ha=-212.51068 smiles=C[C@H]1C[C@H]1N
C 0.9356 -1.3319 0.3742 -1.00 1.37 1.41 -1.2437
C 0.0121 -0.6288 -0.6243 -0.82 -1.18 1.05 0.0780
C -1.3450 -0.1555 -0.0610 1.07 -0.02 0.83 -0.7410
C -0.2825 0.8346 -0.4317 0.30 -0.49 -2.54 -0.0549
N 0.4575 1.5667 0.5314 -0.60 1.91 0.65 -0.5784
H 1.9066 -1.4486 -0.0788 0.43 -0.45 0.18 0.3222
H 0.5200 -2.2405 0.8767 0.39 0.36 -1.06 0.2913
H 1.0053 -0.6087 1.2497 0.35 -0.80 -1.06 0.3132
H -0.0715 -1.0674 -1.6317 0.25 0.41 0.52 0.3499
H -2.1107 -0.2649 -0.7823 -0.99 0.14 -0.24 0.2647
H -1.6206 -0.2910 1.0055 0.42 -0.08 -0.87 0.2766
H -0.4916 1.3240 -1.4091 0.14 -0.03 0.72 0.2561
H 1.3307 2.0206 0.1488 -1.62 -0.63 0.45 0.2242
H -0.2461 2.2914 0.8328 1.69 -0.53 -0.05 0.2418

=====

53
Properties=species:S:1:pos:R:3:forces:R:3:mulliken_charge:R:1 method="wB97M-V/def2-TZVPD" charge=+3 gap_ev="4.360 / 3.687" max_force_ha_per_bohr=0.0928 lumo_energy_ev="-12.695 / -13.334" e_tot_ha=-1992.39864
Re -0.8493 -0.3680 0.4838 0.56 2.44 1.33 0.6150
C 4.2263 1.2160 -1.3763 0.63 -0.97 0.50 -0.6459
N 4.1604 -0.0624 -0.4669 -0.94 2.95 -0.06 0.0429
C 4.4297 0.4423 0.9070 1.29 0.33 0.69 -0.9854
N 3.5738 1.5832 1.4235 -1.22 -1.84 -2.03 0.1218
C 3.6703 2.6704 0.4087 1.03 -0.60 0.41 -1.0579
N 3.2612 2.2809 -0.9629 1.03 -0.99 1.36 0.2242
C 1.8446 1.9743 -0.9365 -0.86 0.51 -0.95 -0.7626
P 1.4755 0.4318 0.0664 0.70 1.00 -1.01 1.1592
C 2.8373 -0.6840 -0.5327 0.72 -1.21 1.64 -0.8630
C 2.1656 1.0992 1.6416 0.92 1.39 1.75 -0.7735
H 4.0938 0.9442 -2.4227 -0.27 -0.15 0.10 0.3497
H 5.3174 1.5472 -1.2673 -1.81 -0.02 -0.11 0.3318
H 5.5054 0.8101 0.9744 -1.38 -0.55 -0.27 0.3423
H 4.3298 -0.4065 1.5859 0.01 0.12 0.13 0.4081
H 4.7498 2.8569 0.4307 -0.28 0.42 -0.42 0.3948
H 3.1679 3.5552 0.7378 -0.55 0.45 0.17 0.3729
H 1.3879 1.8106 -1.9169 0.50 0.01 -0.22 0.4706
H 1.2848 2.8627 -0.5367 0.55 -0.83 0.01 0.1421
H 2.6638 -1.0278 -1.5211 -0.42 -0.13 -1.09 0.4644
H 2.8354 -1.6112 0.1222 0.05 1.02 -0.56 0.4044
H 2.1671 0.3659 2.4459 0.14 -0.23 -0.02 0.4079
H 1.6136 1.9852 2.0799 0.25 -0.99 -0.93 0.3747
N -0.8147 1.3969 1.3556 -0.81 -2.43 -0.08 -0.5632
C -0.8083 2.5561 1.6438 1.06 4.42 -0.46 0.7854
N -0.6775 3.8167 1.7618 -1.93 -4.35 -0.33 -0.4800
C 0.2353 4.5453 1.1681 3.67 2.01 0.19 0.5103
N 1.1976 5.1691 0.8769 -2.59 -1.47 0.20 -0.3327
C 1.1416 -4.2327 -0.0384 -0.22 -0.75 1.81 -0.8451
N -0.2568 -4.1107 -0.3531 -3.06 0.50 -1.94 0.1618
C -1.0143 -4.8880 -1.2404 0.84 0.45 0.99 -0.1970
C -2.2597 -4.3315 -1.3621 0.29 0.60 0.36 -0.3627
N -2.2677 -3.2181 -0.5763 -1.04 -0.24 -1.43 0.2387
C -1.0699 -3.0374 0.0272 0.32 -2.28 -1.67 0.2440
S -1.0668 -2.3684 1.5615 0.34 1.34 2.62 -0.3127
H 1.7157 -3.9667 -0.8781 0.81 0.49 -1.02 0.3825
H 1.3538 -5.2765 0.2177 0.03 0.28 0.10 0.3987
H 1.3071 -3.5762 0.8312 0.32 -0.41 -0.39 0.3166
H -0.7338 -5.8080 -1.7421 0.61 0.23 0.29 0.4828
H -3.0606 -4.7121 -1.9805 -0.17 0.38 0.13 0.4466
H -3.0403 -2.5238 -0.5198 0.68 -0.97 0.11 0.0153
C -2.3123 -0.0188 -0.4700 -1.00 0.53 0.88 -0.7179
C -3.6904 0.3700 -0.3860 0.72 0.01 -0.31 1.3961
C -4.5959 -0.3913 0.3624 -2.10 1.14 0.10 -0.1174
C -5.9265 0.1228 0.5509 1.87 -0.90 0.32 -0.7785
C -6.3603 1.3382 0.0480 0.73 0.01 -1.84 -0.5213
C -5.4044 2.1070 -0.6518 -0.05 0.33 -0.16 -0.4585
C -4.1098 1.6363 -0.8364 0.74 1.36 -1.71 -0.3418
H -4.2496 -1.3079 0.7879 -0.32 -0.55 0.46 0.4624
H -6.6117 -0.4152 1.1527 -0.47 -0.83 0.35 0.4356
H -7.4303 1.5878 -0.0776 0.72 -0.01 0.84 0.4241
H -5.7203 3.0587 -1.1124 0.38 -0.57 0.30 0.3922
H -3.3814 2.2019 -1.4884 -1.04 -0.45 0.89 0.3974